1.
{
  "formula": "C14H26Cl6O3",
  "method": "ωB97M-V with the def2-TZVPD basis set",
  "elements": ["C", "Cl", "Cl", "Cl", "H", "C", "Cl", "Cl", "Cl", "H", "C", "C", "C", "O", "C", "H", "H", "H", "H", "H", "H", "H", "H", "C", "C", "C", "O", "C", "H", "H", "H", "H", "H", "H", "H", "H", "C", "C", "C", "O", "C", "H", "H", "H", "H", "H", "H", "H", "H"],
  "positions_angstrom": [[-4.106, 1.190, 1.509], [-2.370, 1.243, 1.215], [-4.648, 2.723, 2.238], [-4.595, -0.177, 2.533], [-4.640, 1.043, 0.570], [-12.287, -0.527, 0.304], [-10.859, 0.286, -0.316], [-12.451, -0.114, 2.009], [-12.123, -2.331, 0.152], [-13.224, -0.268, -0.190], [3.497, -2.177, 5.772], [4.935, -1.780, 5.663], [5.365, -2.612, 4.425], [4.399, -3.672, 4.403], [3.545, -3.643, 5.530], [2.791, -1.621, 5.155], [3.178, -1.982, 6.796], [5.456, -2.211, 6.518], [5.047, -0.696, 5.661], [6.389, -2.979, 4.495], [5.220, -1.946, 3.575], [4.003, -4.255, 6.307], [2.639, -4.205, 5.302], [-3.074, -2.104, -6.335], [-4.007, -3.245, -6.145], [-4.775, -2.924, -4.914], [-3.689, -2.395, -4.113], [-2.785, -1.633, -4.920], [-3.459, -1.244, -6.882], [-2.207, -2.418, -6.916], [-3.506, -4.208, -6.044], [-4.688, -3.434, -6.974], [-5.371, -3.698, -4.430], [-5.462, -2.081, -4.994], [-1.790, -1.958, -4.614], [-2.927, -0.568, -4.737], [5.866, 4.596, -1.635], [5.342, 3.761, -0.452], [5.099, 4.760, 0.684], [5.976, 5.841, 0.360], [5.984, 6.020, -1.037], [5.281, 4.601, -2.555], [6.865, 4.275, -1.932], [6.088, 3.021, -0.162], [4.505, 3.085, -0.629], [5.360, 4.453, 1.697], [4.070, 5.113, 0.738], [6.960, 6.460, -1.243], [5.182, 6.639, -1.439]],
  "mulliken_charge": [0.069, -0.110, -0.121, -0.120, 0.281, 0.047, -0.099, -0.113, -0.132, 0.297, -0.488, -0.547, -0.408, -0.400, -0.381, 0.273, 0.297, 0.251, 0.337, 0.289, 0.269, 0.236, 0.272, -0.490, -0.463, -0.417, -0.420, -0.380, 0.244, 0.294, 0.240, 0.322, 0.305, 0.241, 0.239, 0.285, -0.447, -0.496, -0.413, -0.383, -0.429, 0.325, 0.199, 0.222, 0.343, 0.278, 0.247, 0.295, 0.260],
  "energy_ev": -96213.8712,
  "homo_lumo_gap_ev": 9.89,
  "spin_multiplicity": 1,
  "smiles": "ClC(Cl)Cl.ClC(Cl)Cl.C1CCOC1.C1CCOC1.C1CCOC1",
  "e_above_lowest_kcal_mol": 21.2
}

---

2.
{
  "formula": "C14H26F3IN3O7P",
  "method": "ωB97M-V with the def2-TZVPD basis set",
  "elements": ["O", "C", "O", "C", "C", "C", "F", "C", "F", "F", "O", "P", "O", "I", "H", "H", "H", "H", "H", "C", "O", "N", "C", "C", "H", "H", "H", "H", "H", "H", "H", "C", "O", "N", "C", "C", "H", "H", "H", "H", "H", "H", "H", "C", "O", "N", "C", "C", "H", "H", "H", "H", "H", "H", "H"],
  "positions_angstrom": [[-4.354, -0.208, 0.837], [-4.711, 0.863, 0.527], [-4.942, 1.777, 1.493], [-5.014, 3.149, 1.059], [-3.733, 3.712, 0.409], [-2.501, 3.674, 1.291], [-1.513, 4.547, 0.951], [-2.256, 2.855, 2.313], [-1.174, 2.113, 2.419], [-3.095, 2.669, 3.306], [-4.960, 1.143, -0.789], [-3.722, 0.651, -1.878], [-3.752, 1.878, -3.007], [-1.498, 0.845, -0.884], [-5.854, 3.302, 0.356], [-5.237, 3.795, 1.924], [-3.938, 4.764, 0.124], [-3.458, 3.216, -0.539], [-4.423, 1.673, -3.677], [1.341, -2.859, -1.175], [0.837, -2.036, -1.925], [1.131, -2.919, 0.157], [1.763, -3.921, 0.990], [0.246, -1.945, 0.768], [2.025, -3.637, -1.544], [0.993, -4.521, 1.483], [2.376, -3.430, 1.748], [2.394, -4.575, 0.391], [-0.745, -2.026, 0.318], [0.633, -0.941, 0.581], [0.176, -2.116, 1.840], [3.416, -3.610, -4.059], [3.465, -4.220, -3.006], [2.812, -4.051, -5.180], [2.791, -3.271, -6.401], [2.161, -5.349, -5.160], [3.878, -2.616, -4.178], [1.756, -3.065, -6.682], [3.276, -3.834, -7.200], [3.315, -2.327, -6.262], [1.381, -5.352, -4.396], [2.893, -6.118, -4.911], [1.721, -5.563, -6.132], [2.835, 2.026, 5.012], [2.895, 0.920, 4.510], [2.096, 3.053, 4.541], [2.071, 4.347, 5.191], [1.299, 2.849, 3.341], [3.401, 2.283, 5.924], [1.049, 4.581, 5.496], [2.423, 5.111, 4.494], [2.713, 4.347, 6.071], [0.597, 2.043, 3.515], [1.958, 2.566, 2.517], [0.761, 3.759, 3.084]],
  "mulliken_charge": [-0.444, 0.631, -0.338, -0.647, -0.045, 0.144, -0.342, 0.406, -0.183, -0.221, -0.283, 0.213, -0.463, 0.099, 0.407, 0.372, 0.390, -0.053, 0.343, 0.325, -0.640, 0.136, -0.902, -0.853, 0.161, 0.324, 0.317, 0.308, 0.324, 0.163, 0.337, 0.150, -0.656, 0.129, -0.932, -0.926, 0.294, 0.340, 0.348, 0.287, 0.262, 0.301, 0.381, 0.117, -0.576, 0.180, -0.901, -1.031, 0.257, 0.317, 0.322, 0.308, 0.342, 0.295, 0.405],
  "energy_ev": -59283.0356,
  "homo_lumo_gap_ev": 8.84,
  "spin_multiplicity": 1,
  "smiles": "O=C(OCCC(F)=C(F)F)OP(O)I.CN(C)C=O.CN(C)C=O.CN(C)C=O"
}

---

3.
{
  "formula": "C14H26IInOP2Te",
  "method": "ωB97M-V with the def2-TZVPD basis set",
  "elements": ["C", "I", "H", "H", "H", "In", "P", "C", "C", "H", "H", "H", "H", "H", "H", "C", "H", "H", "H", "P", "C", "C", "H", "H", "H", "C", "H", "H", "H", "H", "H", "H", "C", "O", "Te", "C", "C", "C", "C", "C", "C", "H", "H", "H", "H", "H"],
  "positions_angstrom": [[-1.438, -6.295, -0.104], [-0.755, -4.270, -0.401], [-1.672, -6.406, 0.957], [-0.636, -6.973, -0.407], [-2.327, -6.435, -0.723], [-0.040, -0.588, 0.276], [2.231, -1.581, 1.076], [3.271, -2.180, -0.308], [3.250, -0.305, 1.933], [4.198, -0.744, 2.283], [2.960, -3.271, 2.671], [2.672, 0.120, 2.779], [1.323, -2.634, 3.047], [3.414, -1.371, -1.037], [3.493, 0.495, 1.216], [1.996, -2.965, 2.244], [4.255, -2.505, 0.056], [1.545, -3.816, 1.720], [2.785, -3.021, -0.817], [-2.496, 0.025, -0.344], [-2.842, -0.092, -2.142], [-3.717, -1.017, 0.538], [-2.609, 1.937, 1.168], [-3.923, 2.000, -0.077], [-2.257, 2.447, -0.529], [-2.861, 1.775, 0.102], [-3.482, -0.999, 1.611], [-4.740, -0.644, 0.385], [-3.854, 0.262, -2.379], [-2.742, -1.128, -2.488], [-3.655, -2.049, 0.173], [-2.119, 0.522, -2.694], [0.399, -1.258, -1.949], [0.597, -1.646, -3.004], [0.410, 1.879, 1.751], [0.682, 3.473, 0.382], [1.609, 3.456, -0.692], [1.779, 4.607, -1.475], [1.012, 5.761, -1.269], [0.028, 5.734, -0.266], [-0.155, 4.604, 0.540], [2.193, 2.560, -0.894], [2.540, 4.633, -2.262], [1.178, 6.666, -1.859], [-0.577, 6.627, -0.101], [-0.927, 4.610, 1.314]],
  "mulliken_charge": [-0.775, 0.001, 0.296, 0.285, 0.280, 0.895, 0.515, -1.125, -1.129, 0.458, 0.417, 0.325, 0.363, 0.371, 0.321, -1.053, 0.420, 0.282, 0.339, 0.527, -1.172, -1.110, 0.305, 0.501, 0.335, -1.126, 0.370, 0.416, 0.413, 0.363, 0.341, 0.373, 0.138, -0.083, 0.001, 0.268, -0.311, -0.519, -0.473, -0.513, -0.378, 0.329, 0.350, 0.401, 0.375, 0.395],
  "energy_ev": -56117.3709,
  "homo_lumo_gap_ev": 5.40,
  "spin_multiplicity": 1,
  "total_charge": 2,
  "e_above_lowest_kcal_mol": 0.0
}

---

4.
{
  "formula": "C14H26IN3O4",
  "method": "ωB97M-V with the def2-TZVPD basis set",
  "elements": ["C", "C", "C", "I", "C", "C", "C", "N", "C", "C", "C", "C", "C", "N", "C", "C", "O", "N", "H", "H", "H", "H", "H", "H", "H", "H", "H", "H", "H", "H", "H", "H", "H", "H", "H", "H", "H", "H", "H", "H", "H", "H", "H", "C", "O", "O", "O", "H"],
  "positions_angstrom": [[-2.022, -3.972, -1.204], [-2.279, -2.812, -2.167], [-2.325, -1.428, -1.525], [-4.033, -1.066, -0.318], [-1.100, -1.084, -0.682], [-0.955, -1.562, 0.779], [0.164, -0.627, 1.264], [0.250, -0.518, 2.701], [-0.290, 0.655, 0.619], [-0.019, 2.028, 1.084], [1.377, 2.474, 0.567], [1.243, 3.120, -0.811], [2.540, 3.384, -1.569], [3.543, 2.296, -1.465], [3.002, 1.009, -1.807], [3.572, -0.147, -1.024], [2.144, 0.859, -2.639], [-0.985, 0.378, -0.428], [-0.956, -4.069, -0.984], [-2.537, -3.811, -0.254], [-2.380, -4.912, -1.621], [-1.517, -2.803, -2.954], [-3.243, -2.966, -2.654], [-2.395, -0.710, -2.345], [-0.183, -1.390, -1.208], [-1.859, -1.334, 1.351], [-0.708, -2.619, 0.856], [1.086, -1.017, 0.792], [0.852, 0.249, 2.979], [0.646, -1.360, 3.101], [-0.772, 2.697, 0.660], [-0.071, 2.079, 2.171], [2.071, 1.629, 0.561], [1.778, 3.196, 1.280], [0.769, 4.094, -0.656], [0.562, 2.546, -1.445], [3.025, 4.295, -1.215], [2.273, 3.549, -2.618], [4.241, 2.503, -2.177], [4.388, 0.182, -0.383], [3.893, -0.942, -1.696], [2.780, -0.524, -0.374], [-1.452, 1.069, -1.003], [-2.584, -0.493, 4.081], [-2.976, -1.646, 4.327], [-3.080, -0.003, 2.805], [-1.848, 0.288, 4.677], [-3.629, -0.763, 2.572]],
  "mulliken_charge": [-1.084, -0.568, -0.718, 0.188, -0.424, -0.468, 0.779, -0.330, 0.133, -1.505, -0.296, -0.647, -0.886, -0.367, 0.643, -0.837, -0.569, 0.429, 0.233, 0.303, 0.388, 0.399, 0.393, 0.516, 0.262, -0.292, 0.491, -0.345, 0.210, 0.299, 0.527, 0.472, 0.325, 0.406, 0.446, 0.178, 0.454, 0.379, 0.311, 0.372, 0.385, -0.080, 0.456, 0.743, -0.739, -0.462, -0.702, 0.199],
  "energy_ev": -35699.5359,
  "homo_lumo_gap_ev": 6.12,
  "spin_multiplicity": 1,
  "e_above_lowest_kcal_mol": 0.0
}